No. 1
{
  "formula": "C19H33ClILaN2O2P2",
  "method": "ωB97M-V/def2-TZVPD",
  "homo_energy_ev": [-13.699, -13.733],
  "de_lowest_kj_mol": 571.9,
  "total_charge": 2,
  "symbols": ["C", "C", "H", "H", "H", "O", "I", "La", "P", "C", "C", "H", "H", "H", "H", "H", "H", "C", "H", "H", "H", "P", "C", "C", "H", "H", "H", "C", "H", "H", "H", "H", "H", "H", "Cl", "C", "N", "N", "C", "O", "C", "C", "C", "C", "C", "C", "C", "C", "C", "H", "H", "H", "H", "H", "H", "H", "H", "H", "H", "H", "H"],
  "xyz": [[-0.18504, 0.54126, -4.87707], [-0.18409, 0.97065, -3.53390], [-0.17887, 1.46531, -5.49080], [-1.06283, -0.06383, -5.13972], [0.68569, -0.07504, -5.13863], [-0.18001, 2.09972, -3.05928], [-0.20228, -2.57568, 0.20032], [-0.19194, -0.55146, -1.86492], [2.29132, -0.74598, -1.95586], [2.94532, 0.29033, -0.66341], [2.82481, -2.42074, -1.62110], [3.85458, -2.49091, -1.96167], [4.10679, -0.32698, -3.37082], [2.19007, -3.15358, -2.14582], [2.69050, -0.87433, -4.31502], [2.54931, -0.01487, 0.31304], [2.74655, -2.61369, -0.54557], [3.02627, -0.23552, -3.48441], [4.03217, 0.17973, -0.67665], [2.76294, 0.80697, -3.72248], [2.68181, 1.34735, -0.82993], [-2.67740, -0.71821, -1.95292], [-3.32143, 0.32834, -0.66318], [-3.40798, -0.20218, -3.48240], [-2.60638, -3.12606, -2.13966], [-4.26211, -2.44302, -1.95224], [-3.15200, -2.57724, -0.53887], [-3.23040, -2.38489, -1.61527], [-3.07715, -0.84532, -4.31232], [-4.48926, -0.28457, -3.36935], [-4.40638, 0.23293, -0.67659], [-3.04281, 1.38177, -0.83238], [-3.13562, 0.83750, -3.72214], [-2.92661, 0.01871, 0.31601], [-0.20540, -2.39147, -3.71608], [-0.43877, 1.56187, 4.83784], [-0.65562, 1.66557, 3.40691], [0.13008, 0.96734, 2.46810], [-0.45908, 1.18596, 1.23791], [-0.16247, 0.47709, 0.20038], [-1.52710, 2.12759, 1.44149], [-1.62743, 2.33147, 2.73551], [-2.66230, 3.09684, 3.43130], [1.17756, 0.08239, 2.82346], [0.91642, -1.18951, 3.31791], [1.95888, -2.02796, 3.66506], [3.27376, -1.60257, 3.53587], [3.53792, -0.32734, 3.06053], [2.50668, 0.51736, 2.71031], [0.40566, 0.94540, 5.10811], [-1.34581, 1.13913, 5.29135], [-0.28585, 2.58096, 5.23656], [-2.18809, 2.47808, 0.64014], [-3.24016, 2.44637, 4.09897], [-2.22852, 3.92444, 4.01598], [-3.37046, 3.52693, 2.69046], [-0.12587, -1.52921, 3.41983], [1.74666, -3.04079, 4.05184], [4.10395, -2.27258, 3.81624], [4.58459, 0.01717, 2.96285], [2.71318, 1.53298, 2.33617]],
  "forces_ev_per_a": [[0.0174, 0.3765, -3.3632], [0.0213, 6.6864, -0.9884], [-0.0020, -0.4509, -0.0086], [0.2515, 0.0635, 0.2312], [-0.2615, 0.0738, 0.2351], [-0.0174, -3.0603, -0.7040], [-0.0833, -1.4070, 0.8143], [0.1392, -1.5003, 4.5575], [4.7814, -1.1331, 0.2226], [-0.0474, 0.6751, 0.4206], [-0.1691, -0.6551, 0.0591], [0.2343, -0.1781, -0.0329], [0.1203, 0.0952, -0.1348], [0.3179, 0.3168, 0.1205], [0.1726, 0.0712, 0.3201], [0.0958, -0.0280, -0.3035], [0.0871, 0.0831, -0.2496], [-0.0212, 0.4192, -1.0959], [0.0546, 0.0652, 0.0685], [0.2428, -0.2628, 0.1034], [0.1383, -0.3172, 0.0408], [-4.6678, -1.1100, 0.1416], [0.1023, 0.6410, 0.5028], [-0.0155, 0.4165, -1.0652], [-0.2963, 0.3158, 0.1130], [-0.2380, -0.1858, -0.0270], [-0.0895, 0.0725, -0.2882], [0.1000, -0.6496, 0.1075], [-0.1713, 0.0806, 0.3386], [-0.1225, 0.0978, -0.1500], [-0.1525, 0.0695, 0.0915], [-0.2178, -0.4546, -0.0377], [-0.2397, -0.2584, 0.1002], [-0.1520, 0.0372, -0.3435], [-0.0158, -0.4813, -0.5276], [-0.8355, 0.9712, 0.4788], [0.7726, -0.4760, -0.7397], [-1.8989, 0.9619, -0.6435], [-0.1939, -0.5960, 0.4279], [0.1304, 2.0691, 0.7315], [0.9469, -1.4437, -3.9703], [0.3716, 0.0746, 3.0837], [-0.8678, 0.8831, 0.2911], [1.0608, -0.2178, 0.2985], [-0.9973, 0.0098, -0.0518], [0.0808, -0.8353, 0.3824], [0.3745, -0.4806, 0.1709], [1.1223, 0.1713, -0.0949], [-0.6510, 0.7502, -0.2837], [0.1965, -0.1169, -0.3208], [0.3090, 0.0631, 0.0077], [0.0111, -0.5254, -0.0347], [0.5109, -0.0284, 0.7429], [0.1327, 0.1955, 0.0010], [-0.2341, -0.3044, -0.1182], [0.5252, -0.2465, 0.5275], [0.5736, 0.1926, -0.0675], [0.0974, 0.7154, -0.2774], [-0.5475, 0.4388, -0.1677], [-0.7519, -0.2185, 0.0995], [-0.1346, -0.5317, 0.2580]],
  "lowdin_charge": [-0.09, -0.55, 0.14, 0.08, 0.08, 0.12, 0.44, 0.90, 0.63, -0.22, -0.27, 0.07, 0.08, 0.04, 0.07, 0.03, 0.03, -0.22, 0.08, 0.07, 0.08, 0.62, -0.22, -0.22, 0.04, 0.07, 0.03, -0.27, 0.07, 0.08, 0.08, 0.06, 0.07, 0.06, -0.02, 0.03, -0.02, 0.08, -0.34, -0.39, 0.04, -0.29, 0.01, -0.24, -0.08, -0.07, -0.06, -0.08, -0.04, 0.09, 0.11, 0.11, 0.12, 0.10, 0.11, 0.11, 0.12, 0.13, 0.13, 0.13, 0.14]
}

=====

No. 2
{
  "formula": "C3HF3O",
  "method": "ωB97M-V/def2-TZVPD",
  "homo_energy_ev": -10.770,
  "smiles": "FC#CF.O=CF",
  "de_lowest_kj_mol": 351.0,
  "symbols": ["F", "C", "C", "F", "O", "C", "F", "H"],
  "xyz": [[3.15165, 0.76898, -0.44836], [2.33772, -0.16496, -0.15584], [1.32475, -0.78625, 0.06357], [0.45604, -1.75203, 0.21404], [-1.42134, 1.50022, -0.42891], [-1.76409, 0.46221, 0.00285], [-2.30885, 0.45154, 1.27883], [-1.77587, -0.47970, -0.52618]],
  "forces_ev_per_a": [[0.5290, 0.2621, 0.0295], [-2.1788, -0.8362, 0.2666], [1.1863, -0.1552, -0.3406], [0.4968, 0.7142, 0.0525], [0.3220, -0.2425, -0.3245], [-0.7778, 1.7181, 1.1439], [0.5123, -0.8679, -1.2099], [-0.0898, -0.5926, 0.3826]],
  "lowdin_charge": [0.14, -0.12, -0.10, 0.09, 0.13, -0.29, 0.02, 0.13]
}

=====

No. 3
{
  "formula": "C4H6Br3N2",
  "method": "ωB97M-V/def2-TZVPD",
  "homo_energy_ev": -12.999,
  "de_lowest_kj_mol": 0.0,
  "total_charge": 1,
  "symbols": ["C", "C", "C", "C", "N", "N", "Br", "Br", "Br", "H", "H", "H", "H", "H", "H"],
  "xyz": [[-2.81770, 0.32255, -0.19675], [-2.09643, -0.21449, 0.79302], [-0.65746, -0.55750, 0.72252], [1.36231, -0.19000, -0.18154], [0.07678, 0.19825, -0.01149], [2.29533, 0.78539, -0.78166], [-2.83133, -0.45662, 2.58068], [-0.19776, -2.03289, 1.88294], [1.59984, -1.74233, -1.63930], [-3.77738, 0.82226, 0.03378], [-2.53290, 0.42975, -1.22965], [1.88219, -0.54676, 0.79542], [2.07438, 1.40159, -1.70721], [2.48602, 1.60335, -0.15593], [3.13411, 0.17746, -0.90481]],
  "forces_ev_per_a": [[-0.6064, 0.6995, 0.9339], [-0.3534, 0.1883, 0.7043], [-1.3902, 0.2946, 0.2328], [1.5377, -2.4039, 0.4270], [-0.4825, -0.7522, 0.0644], [0.6550, 3.1486, -1.5816], [-0.1763, 0.5590, -0.9922], [0.8130, 0.5611, -1.1690], [-0.3256, 1.0636, 1.3685], [0.4250, -0.8549, -0.0527], [0.6339, -0.1757, -0.0309], [-0.6814, 0.2639, -1.7528], [0.0285, -2.7091, 2.0194], [0.0941, -1.0352, 0.1735], [-0.1715, 1.1525, -0.3446]],
  "lowdin_charge": [0.04, -0.72, -0.72, -0.67, 0.02, 0.09, 0.71, 0.79, 0.61, 0.09, 0.08, 0.13, 0.25, 0.18, 0.13]
}

=====

No. 4
{
  "formula": "C32H23Cl2I2IrO2P2S2",
  "method": "ωB97M-V/def2-TZVPD",
  "spin_multiplicity": 2,
  "homo_energy_ev": [-10.237, -10.230],
  "total_charge": 1,
  "symbols": ["Ir", "S", "P", "C", "P", "S", "C", "C", "C", "C", "C", "C", "C", "C", "C", "C", "C", "C", "C", "C", "C", "C", "C", "C", "C", "C", "C", "C", "C", "C", "H", "H", "H", "H", "H", "H", "H", "H", "H", "H", "H", "H", "H", "H", "H", "H", "H", "H", "H", "H", "Cl", "C", "C", "C", "Cl", "C", "O", "C", "C", "O", "C", "H", "H", "H", "I", "I"],
  "xyz": [[0.15981, -0.42419, 0.23016], [1.65864, -0.42629, -2.34222], [2.11900, 1.37867, -1.51885], [0.95735, 1.57159, -0.23369], [-0.46731, 2.58307, -0.21069], [-1.93404, 1.18426, -0.14742], [-0.45345, 3.57398, 1.31337], [-1.22485, 4.72507, 1.42937], [-1.16670, 5.46017, 2.60046], [-0.36466, 5.04180, 3.65087], [0.38019, 3.87735, 3.54065], [0.33644, 3.13979, 2.37150], [-0.65484, 3.70036, -1.61818], [0.00579, 4.92304, -1.61525], [-0.12850, 5.76287, -2.70338], [-0.90176, 5.37592, -3.78836], [-1.54298, 4.14797, -3.79268], [-1.41931, 3.30025, -2.70715], [3.73762, 1.35835, -0.70270], [4.82868, 0.78757, -1.34749], [6.05948, 0.77904, -0.71537], [6.19637, 1.33720, 0.54673], [5.10742, 1.91555, 1.18129], [3.87223, 1.92524, 0.55922], [2.16361, 2.56760, -2.89176], [2.84868, 3.76973, -2.75289], [2.94881, 4.61782, -3.84067], [2.37287, 4.27077, -5.05480], [1.67622, 3.08061, -5.18220], [1.56210, 2.23011, -4.09942], [-1.85156, 5.04549, 0.60866], [-1.74350, 6.36697, 2.68972], [-0.31876, 5.62483, 4.55859], [1.00522, 3.54874, 4.35672], [0.91780, 2.23364, 2.26130], [0.60660, 5.20729, -0.76287], [0.36629, 6.72042, -2.70104], [-1.00438, 6.03663, -4.63556], [-2.14643, 3.84744, -4.63515], [-1.91887, 2.34119, -2.68716], [4.70071, 0.35432, -2.33170], [6.91318, 0.34143, -1.21115], [7.15643, 1.32073, 1.04102], [5.22022, 2.36173, 2.15782], [3.01088, 2.37022, 1.03935], [3.30643, 4.02635, -1.80600], [3.49207, 5.54623, -3.74791], [2.47345, 4.92773, -5.90477], [1.23533, 2.80138, -6.12716], [1.02989, 1.29369, -4.18944], [-0.50286, -0.74765, 7.81128], [-0.03045, -0.67919, 6.16774], [1.22037, -0.14349, 5.83068], [1.59211, -0.05197, 4.51575], [3.11762, 0.59630, 4.07623], [0.73270, -0.47725, 3.43813], [1.12096, -0.30148, 2.25109], [-0.52057, -1.06625, 3.82837], [-1.43671, -1.56573, 2.83731], [-1.34485, -1.48638, 1.61962], [-0.87240, -1.15027, 5.17902], [1.88901, 0.20330, 6.60398], [-2.31561, -2.08609, 3.24974], [-1.82781, -1.57335, 5.44319], [1.29630, -2.75023, -0.50555], [0.48255, -4.73186, 1.19688]],
  "forces_ev_per_a": [[-1.2862, 1.3914, -0.4227], [-1.0381, -0.3563, 1.0735], [-0.0397, 0.4461, 0.9702], [-0.7594, -0.4274, -0.0461], [0.8696, 0.1660, 0.1116], [1.5933, -1.5231, 0.3987], [0.0003, -0.2373, -0.5819], [0.0471, -0.0392, -0.0233], [-0.1045, 0.0738, -0.0245], [0.0373, -0.0448, 0.0209], [-0.0217, 0.0165, 0.0299], [0.1010, -0.0899, -0.0636], [-0.1236, -0.3202, 0.5634], [-0.1340, -0.0357, 0.0460], [0.0151, 0.0407, -0.0451], [0.0081, 0.0346, 0.0146], [-0.0622, -0.0760, -0.0246], [-0.0484, 0.0605, 0.0835], [-0.3263, -0.0022, -0.4194], [-0.0166, 0.0683, 0.0138], [0.0365, -0.0794, -0.1835], [-0.0370, 0.0445, 0.1007], [0.1265, 0.0006, -0.0263], [-0.1605, 0.0854, -0.0673], [0.0262, -0.4078, 0.4344], [0.1029, -0.0562, -0.0079], [0.0873, 0.0760, 0.0188], [0.0328, -0.0267, 0.0589], [0.0181, 0.0180, -0.0915], [0.0318, -0.0745, 0.0763], [-0.0390, 0.0838, -0.0297], [-0.0865, 0.0926, 0.0287], [-0.0086, 0.0528, 0.0600], [0.0507, -0.0435, 0.0979], [0.0802, -0.0517, 0.0361], [0.0333, 0.1164, 0.0534], [0.0806, 0.1323, -0.0463], [-0.0188, 0.0767, -0.0753], [-0.0451, 0.0090, -0.1091], [-0.0410, -0.0282, -0.0585], [0.1088, -0.0521, -0.0408], [0.0586, -0.0533, -0.0048], [0.0780, 0.0043, 0.0101], [0.0079, 0.0107, 0.0893], [-0.0118, -0.0790, 0.0723], [0.0954, 0.0310, -0.0003], [0.0340, 0.0806, 0.0158], [0.0142, 0.0807, -0.0803], [-0.0569, 0.0226, -0.0783], [-0.0534, 0.0147, -0.0768], [-0.1096, -0.0317, 0.5067], [-0.4699, -0.3324, -0.9008], [-0.0750, -0.0423, -0.3400], [-0.5431, -0.2470, -0.2547], [0.3282, 0.2079, -0.0272], [-0.7928, -0.1231, 1.2990], [0.3993, 0.2012, -2.1579], [0.5810, 0.2777, -0.9146], [0.4635, 0.2730, 1.7925], [0.5831, 0.3106, -2.0934], [0.3442, 0.2187, 0.8140], [0.0422, 0.0163, 0.0619], [-0.0362, 0.0355, -0.1942], [-0.1610, -0.0855, 0.1156], [-0.0002, -0.4565, 0.7322], [0.1899, 0.5517, -0.2903]],
  "mulliken_spin": [1.16, -0.19, 0.03, -0.06, -0.01, -0.03, 0.01, 0.00, 0.00, 0.00, 0.00, -0.01, 0.00, 0.00, 0.00, 0.00, 0.00, 0.01, 0.01, 0.00, 0.00, 0.00, 0.00, -0.02, -0.01, 0.00, 0.00, 0.00, 0.00, 0.01, 0.00, 0.00, 0.00, 0.00, 0.00, 0.00, 0.00, 0.00, 0.00, 0.00, 0.00, 0.00, 0.00, 0.00, 0.00, 0.00, 0.00, 0.00, 0.00, 0.00, 0.00, 0.00, 0.00, 0.01, 0.00, 0.01, 0.08, -0.03, 0.01, 0.02, 0.00, 0.00, 0.01, 0.00, 0.01, 0.00]
}